Record 1
Computed, not measured: a gas-phase ion, C10H18NOSi (charge +1), with the ωB97M-V functional and the def2-TZVPD basis.

As for the relative energy (zero: lowest compared OMol25 entry of this formula, charge and spin): 0.0 kcal per mole. The calculation puts the lowest unoccupied orbital energy at -4.32 eV. As for the SMILES: C[Si](C)(C)OCC[n+]1ccccc1.

The geometry in ORCA input format:
```
! wB97M-V def2-TZVPD RIJCOSX def2/J DEFGRID3
* xyz 1 1
C 3.634 -0.284 0.286
Si 1.877 -0.047 -0.245
C 1.343 1.712 0.079
C 1.694 -0.418 -2.063
O 0.864 -1.029 0.671
C 0.052 -2.052 0.168
C -1.309 -1.924 0.818
N -1.864 -0.566 0.611
C -2.091 -0.130 -0.642
C -2.541 1.148 -0.871
C -2.771 1.996 0.213
C -2.547 1.523 1.501
C -2.077 0.238 1.668
H 3.749 -0.064 1.351
H 4.025 -1.282 0.090
H 4.237 0.443 -0.267
H 2.181 2.388 -0.106
H 1.037 1.847 1.119
H 0.520 2.026 -0.569
H 1.894 -1.453 -2.344
H 2.436 0.205 -2.572
H 0.717 -0.139 -2.469
H -0.017 -2.020 -0.925
H 0.450 -3.037 0.437
H -2.028 -2.651 0.441
H -1.198 -2.046 1.894
H -1.878 -0.825 -1.444
H -2.692 1.474 -1.892
H -3.124 3.006 0.052
H -2.713 2.143 2.370
H -1.858 -0.180 2.641
*
```

Record 2
Computed, not measured: a molecular structure, C32H41Br51F2NOSi in a non-equilibrium geometry, with the ωB97M-V functional and the def2-TZVPD basis.

The calculation puts the lowest unoccupied orbital energy at 0.43 eV.

The geometry in ORCA input format:
```
! wB97M-V def2-TZVPD RIJCOSX def2/J DEFGRID3
* xyz -1 1
C -5.483 -4.015 -6.404
C -3.967 -4.451 -6.742
O -3.390 -5.141 -5.615
C -2.648 -4.231 -4.752
C -1.445 -5.030 -4.008
N -0.237 -4.198 -3.772
C -0.512 -3.077 -2.893
F -1.645 -3.316 -1.990
F -0.748 -1.866 -3.701
C 0.756 -2.715 -1.939
C 0.222 -1.669 -0.838
Si 1.539 -0.481 -0.133
C 1.048 -0.184 1.729
C 3.308 -1.225 -0.083
C 1.486 1.293 -0.930
C 2.795 2.185 -0.922
C 2.728 3.618 -1.514
C 1.366 4.112 -2.093
C 0.066 3.255 -2.138
C 0.155 1.816 -1.532
H -5.991 -3.534 -7.317
H -6.065 -4.971 -6.136
H -5.578 -3.318 -5.502
H -3.361 -3.553 -7.110
H -4.045 -5.230 -7.591
H -3.365 -3.900 -3.910
H -2.283 -3.280 -5.270
H -1.844 -5.564 -3.064
H -1.121 -5.880 -4.725
H 1.016 -3.714 -1.423
H 1.654 -2.364 -2.547
H -0.156 -2.303 0.056
H -0.713 -1.112 -1.228
H 1.782 0.589 2.185
H 0.030 0.346 1.689
H 1.029 -1.159 2.324
H 3.321 -1.945 0.825
H 3.593 -1.846 -0.998
H 4.141 -0.467 0.112
H 3.740 1.732 -0.447
H 3.670 4.257 -1.470
H 1.312 5.163 -2.525
H -0.931 3.645 -2.552
H -0.750 1.128 -1.488
C 2.377 7.660 -0.093
Br 3.940 8.505 -0.872
Br 0.748 8.152 -1.026
Br 2.585 5.732 0.029
H 2.286 8.037 0.924
C 2.286 4.502 4.004
Br 2.111 3.478 2.368
Br 2.116 3.381 5.579
Br 3.925 5.542 4.032
H 1.459 5.211 4.027
C -0.727 1.659 8.372
Br -1.529 0.035 7.679
Br -1.576 2.239 10.016
Br 1.194 1.482 8.577
H -0.898 2.439 7.632
C -6.587 -3.118 -10.824
Br -8.488 -3.321 -11.154
Br -6.206 -1.564 -9.727
Br -5.808 -4.731 -10.079
H -6.113 -2.951 -11.789
C -6.926 2.112 -8.285
Br -5.442 2.911 -9.248
Br -6.757 2.357 -6.369
Br -8.637 2.745 -8.945
H -6.888 1.040 -8.474
C 4.828 -1.085 9.150
Br 5.015 0.840 9.299
Br 5.671 -2.009 10.632
Br 2.975 -1.615 8.932
H 5.354 -1.387 8.246
C 4.720 0.263 -3.812
Br 6.381 0.761 -2.940
Br 3.238 1.368 -3.216
Br 4.895 0.259 -5.747
H 4.497 -0.760 -3.511
C 8.341 -2.909 13.797
Br 8.526 -0.984 13.952
Br 9.189 -3.837 15.274
Br 6.489 -3.441 13.582
H 8.866 -3.207 12.891
C -10.981 -6.016 -9.392
Br -12.218 -6.956 -8.230
Br -11.910 -4.999 -10.760
Br -9.743 -4.914 -8.388
H -10.390 -6.773 -9.905
C -12.050 -1.397 -12.234
Br -10.581 -0.606 -13.222
Br -11.855 -1.135 -10.323
Br -13.771 -0.772 -12.877
H -12.013 -2.471 -12.414
C 2.918 -0.764 14.410
Br 3.072 -0.665 12.478
Br 1.850 -2.284 14.970
Br 4.653 -0.742 15.277
H 2.391 0.132 14.733
C -8.296 -1.656 -3.763
Br -8.995 -2.555 -5.333
Br -6.503 -0.980 -4.058
Br -9.496 -0.267 -3.133
H -8.230 -2.402 -2.973
C 5.059 9.304 4.029
Br 3.601 9.216 2.752
Br 6.664 8.454 3.349
Br 5.397 11.123 4.613
H 4.747 8.740 4.907
C 8.248 -8.149 15.569
Br 9.909 -7.662 16.448
Br 6.762 -7.060 16.176
Br 8.420 -8.122 13.637
H 8.027 -9.176 15.855
C 8.969 -3.935 8.108
Br 10.444 -3.145 7.128
Br 9.161 -3.687 10.023
Br 7.254 -3.298 7.465
H 9.001 -5.007 7.922
C 6.106 15.198 5.866
Br 7.232 14.787 4.341
Br 4.233 15.303 5.372
Br 6.396 13.960 7.333
H 6.398 16.185 6.221
C -5.110 0.410 -13.416
Br -7.010 0.197 -13.740
Br -4.742 1.955 -12.303
Br -4.319 -1.204 -12.690
H -4.639 0.590 -14.380
*
```

Record 3
Computed, not measured: a molecular structure, CH4N4O in a non-equilibrium geometry, with the ωB97M-V functional and the def2-TZVPD basis.

As for the relative energy (zero: lowest compared OMol25 entry of this formula, charge and spin): 88.5 kcal per mole. The calculation puts the lowest unoccupied orbital energy at 0.65 eV.

The geometry in ORCA input format:
```
! wB97M-V def2-TZVPD RIJCOSX def2/J DEFGRID3
* xyz 0 1
C -0.901 -0.402 -0.377
N 2.415 0.147 0.196
N 1.537 -0.948 0.414
N 1.294 0.852 -0.112
N 0.455 -0.194 0.088
O -1.805 0.091 0.579
H -1.100 0.377 -1.225
H -1.219 -1.417 -0.451
H 1.091 1.820 -0.486
H -1.767 -0.326 1.374
*
```

Record 4
Computed, not measured: a molecular structure, C14H27AlCl12NO2S, with the ωB97M-V functional and the def2-TZVPD basis.

The calculation puts the lowest unoccupied orbital energy at 1.65 eV.

The geometry in ORCA input format:
```
! wB97M-V def2-TZVPD RIJCOSX def2/J DEFGRID3
* xyz -1 1
C 2.336 -1.901 0.543
C 2.951 -1.464 -0.806
C 2.357 -0.182 -1.336
O 2.843 0.892 -1.040
O 1.288 -0.285 -2.157
C 0.013 -0.083 -1.416
C -1.196 -0.425 -2.231
Al -2.769 -0.861 -0.968
C -3.730 -2.570 -1.551
C -4.283 -3.429 -0.397
N -3.327 -3.777 0.659
C -4.023 0.747 -0.763
C -3.843 1.501 0.558
C -2.491 2.169 0.743
S -2.190 3.342 -0.619
H 1.745 -2.801 0.399
H 3.094 -2.074 1.299
H 1.648 -1.156 0.937
H 2.821 -2.254 -1.541
H 4.010 -1.269 -0.674
H 0.043 -0.744 -0.549
H -0.030 0.936 -1.029
H -1.482 0.420 -2.864
H -0.966 -1.276 -2.875
H -2.111 -1.111 0.516
H -4.583 -2.266 -2.164
H -3.058 -3.201 -2.142
H -4.686 -4.371 -0.783
H -5.104 -2.884 0.073
H -3.311 -3.065 1.371
H -2.393 -3.860 0.283
H -3.922 1.417 -1.614
H -5.048 0.364 -0.758
H -4.586 2.307 0.628
H -3.986 0.823 1.400
H -1.677 1.456 0.857
H -2.522 2.769 1.654
H -1.068 3.925 -0.175
C 1.513 4.362 1.765
Cl 0.151 3.965 2.811
Cl 0.993 5.361 0.409
Cl 2.794 5.172 2.682
H 1.914 3.440 1.364
C 6.737 -1.674 2.469
Cl 6.087 -2.131 4.046
Cl 7.286 -3.100 1.580
Cl 5.555 -0.762 1.537
H 7.593 -1.031 2.631
C 8.904 1.743 3.732
Cl 8.242 1.241 5.286
Cl 9.528 0.343 2.845
Cl 7.697 2.591 2.776
H 9.733 2.413 3.915
C -6.374 0.496 -4.337
Cl -4.851 0.237 -5.189
Cl -6.943 -1.001 -3.595
Cl -6.209 1.771 -3.137
H -7.116 0.804 -5.061
*
```

Record 5
Computed, not measured: a molecular structure, C19H20FeN7O4S, with the ωB97M-V functional and the def2-TZVPD basis.

As for the relative energy (zero: lowest compared OMol25 entry of this formula, charge and spin): 9.0 kcal per mole. As for the expectation value of S²: 6.012. The calculation puts the lowest unoccupied orbital energy (spin up / spin down) at -3.13 / -3.11 eV.

The geometry in ORCA input format:
```
! wB97M-V def2-TZVPD RIJCOSX def2/J DEFGRID3
* xyz 1 5
Fe -0.804 0.604 -0.154
O 4.214 -3.895 -1.745
C 3.472 -4.024 -0.764
O 3.453 -4.805 0.197
C 2.302 -2.993 -0.735
C 2.232 -1.982 -1.683
C 1.223 -1.039 -1.579
N 0.314 -1.107 -0.608
C 0.366 -2.074 0.311
C 1.351 -3.042 0.279
C -0.670 -1.951 1.375
C -0.868 -2.917 2.351
C -1.841 -2.710 3.314
C -2.595 -1.545 3.283
C -2.342 -0.627 2.282
N -1.410 -0.823 1.348
C 1.077 0.148 -2.468
C 1.854 0.325 -3.605
C 1.668 1.457 -4.380
C 0.714 2.389 -4.000
C -0.017 2.147 -2.853
N 0.148 1.057 -2.105
H 3.001 -1.979 -2.445
H 1.464 -3.831 1.012
H -0.267 -3.815 2.350
H -2.010 -3.452 4.083
H -3.358 -1.348 4.021
H -2.886 0.308 2.220
H 2.589 -0.419 -3.874
H 2.264 1.611 -5.270
H 0.542 3.288 -4.575
H -0.757 2.857 -2.499
N -2.691 0.071 -1.364
N -3.671 1.072 -1.380
C -3.529 2.195 -0.649
N -4.508 3.096 -0.726
S -2.190 2.511 0.340
H -2.364 -0.107 -2.309
H -3.068 -0.785 -0.970
H -4.486 0.940 -1.961
H -5.357 2.940 -1.245
H -4.430 3.940 -0.185
N 2.699 2.223 3.756
C 2.744 1.776 2.373
C 1.330 1.506 1.894
O 1.072 1.293 0.721
O 0.421 1.477 2.837
H 3.440 1.828 4.315
H 0.917 1.707 3.666
H 2.750 3.231 3.834
H 3.267 0.820 2.301
H 3.229 2.453 1.668
*
```

Record 6
Computed, not measured: a molecular structure, C2H7FSi in a non-equilibrium geometry, with the ωB97M-V functional and the def2-TZVPD basis.

As for the relative energy (zero: lowest compared OMol25 entry of this formula, charge and spin): 19.9 kcal per mole. As for the expectation value of S²: 2.005. The calculation puts the lowest unoccupied orbital energy (spin up / spin down) at 1.09 / -2.50 eV.

The geometry in ORCA input format:
```
! wB97M-V def2-TZVPD RIJCOSX def2/J DEFGRID3
* xyz 0 3
C -0.896 1.750 -0.281
C 0.624 -1.469 -0.514
F 1.466 0.206 1.534
Si 0.105 -0.206 0.847
H -1.091 1.182 -1.278
H -1.711 2.117 0.297
H -0.015 2.375 -0.296
H -0.050 -2.387 -0.484
H 0.538 -0.915 -1.388
H 1.677 -1.683 -0.355
H -0.647 -0.970 1.920
*
```

Record 7
Computed, not measured: C4H5ClO in the gas phase in a non-equilibrium geometry, with the ωB97M-V functional and the def2-TZVPD basis.

As for the relative energy (zero: lowest compared OMol25 entry of this formula, charge and spin): 81.4 kcal per mole. The calculation puts the lowest unoccupied orbital energy (spin up / spin down) at -0.47 / -1.64 eV.

The geometry in ORCA input format:
```
! wB97M-V def2-TZVPD RIJCOSX def2/J DEFGRID3
* xyz 0 1
C 1.484 0.444 0.694
C -0.566 -0.798 0.118
C 0.146 0.362 0.972
C -0.922 -0.114 -1.204
O 2.376 1.200 1.045
Cl -2.143 0.905 -1.691
H 1.720 -0.366 -0.109
H 0.060 -1.631 -0.058
H -1.587 -1.250 0.603
H -0.450 1.045 1.516
H -0.119 0.205 -1.887
*
```

Record 8
Computed, not measured: 4 unconnected molecules or ions with the total composition C27H59N3O4 in a non-equilibrium geometry, with the ωB97M-V functional and the def2-TZVPD basis.

As for the relative energy (zero: lowest compared OMol25 entry of this formula, charge and spin): 130.9 kcal per mole. The calculation puts the lowest unoccupied orbital energy at 0.67 eV. As for the SMILES: CC1(C)CCCC(C)(C)N1O.CC1(C)CCCC(C)(C)N1O.CC1(C)CCCC(C)(C)N1O.O.

The geometry in ORCA input format:
```
! wB97M-V def2-TZVPD RIJCOSX def2/J DEFGRID3
* xyz 0 1
O -4.121 6.857 -0.560
H -4.538 6.575 0.254
H -4.820 7.293 -1.049
C -2.769 -10.393 -2.718
C -2.629 -10.976 -1.233
C -1.971 -9.970 -0.303
C -2.713 -8.886 0.441
C -3.972 -9.526 1.094
C -4.788 -10.426 0.082
N -3.968 -11.415 -0.573
O -4.676 -12.346 -1.299
C -5.910 -11.047 0.912
C -5.467 -9.392 -0.868
C -1.676 -12.191 -1.249
H -1.937 -10.838 -3.264
H -2.750 -9.304 -2.714
H -3.640 -10.872 -3.164
H -1.429 -10.559 0.437
H -1.249 -9.381 -0.869
H -3.036 -8.085 -0.224
H -2.044 -8.376 1.135
H -4.498 -8.780 1.689
H -3.512 -10.214 1.803
H -5.514 -11.741 1.654
H -6.662 -10.317 1.211
H -6.548 -11.651 0.267
H -6.257 -8.863 -0.335
H -4.767 -8.732 -1.382
H -5.922 -10.010 -1.642
H -2.023 -12.910 -1.992
H -1.863 -12.594 -0.253
H -0.612 -12.022 -1.414
H -4.366 -13.185 -0.949
C -1.440 -1.112 -3.974
C -0.392 -1.293 -2.797
C 1.052 -1.336 -3.315
C 1.533 0.036 -3.828
C 1.297 1.328 -2.834
C -0.152 1.273 -2.246
N -0.435 -0.152 -1.844
O -1.409 -0.340 -0.948
C -0.123 2.165 -1.055
C -1.167 1.944 -3.211
C -0.613 -2.631 -2.119
H -1.158 -0.324 -4.672
H -2.457 -1.041 -3.588
H -1.371 -2.020 -4.573
H 1.812 -1.698 -2.621
H 1.204 -1.916 -4.225
H 1.075 0.357 -4.764
H 2.596 0.067 -4.068
H 1.554 2.218 -3.408
H 2.123 1.313 -2.123
H 0.343 1.667 -0.204
H 0.379 3.109 -1.265
H -1.091 2.598 -0.804
H -2.194 1.640 -3.010
H -1.128 3.029 -3.120
H -1.121 1.749 -4.282
H -1.635 -2.813 -1.786
H 0.051 -2.709 -1.258
H -0.482 -3.507 -2.754
H -0.890 -0.517 -0.160
C 2.883 7.423 3.780
C 3.275 8.817 3.189
C 2.775 9.914 4.284
C 3.177 11.385 4.157
C 4.684 11.351 4.219
C 5.401 10.350 3.245
N 4.718 9.024 3.154
O 5.341 8.158 2.334
C 5.453 11.134 1.896
C 6.794 10.072 3.763
C 2.660 8.971 1.793
H 3.167 7.350 4.830
H 3.344 6.610 3.218
H 1.874 7.022 3.868
H 1.711 10.068 4.109
H 2.752 9.711 5.355
H 2.729 12.133 4.810
H 2.976 11.569 3.101
H 5.036 11.326 5.251
H 4.816 12.345 3.792
H 4.512 11.261 1.361
H 6.028 12.060 1.877
H 5.993 10.489 1.203
H 7.277 10.829 4.381
H 6.778 9.219 4.442
H 7.581 9.843 3.044
H 2.541 7.993 1.327
H 3.147 9.768 1.232
H 1.664 9.389 1.945
H 5.796 7.608 2.976
*
```

no.,molar mass (u)
1,196.3
2,4596.9
3,88.1
4,725.9
5,498.3
6,78.2
7,104.5
8,489.8